Molecular formula: C4H7NO
Method: DFT, ωB97M-V/def2-TZVPD

Last column: Löwdin charge in e.
Positions of all 13 atoms, in Å:
O (0.09689, 0.23721, -1.70425)  0.0140
N (-1.43759, -0.79943, 0.78361)  -0.1482
C (1.60263, 1.39676, -0.23408)  -0.0613
C (-1.44527, -1.83249, 0.04631)  -0.0263
C (-1.24427, 0.21725, 1.44861)  0.0411
C (0.92941, 0.19429, -0.82663)  -0.3554
H (-1.24791, -1.70873, -1.01493)  0.0719
H (-2.13597, 0.83392, 1.61460)  0.0444
H (1.22245, -0.78240, -0.38432)  0.1158
H (1.23760, 2.30392, -0.71956)  0.0818
H (1.36291, 1.41823, 0.83554)  0.0672
H (-1.63960, -2.80362, 0.48902)  0.0747
H (2.69191, 1.32360, -0.33422)  0.0802

Output
Gap between HOMO and LUMO ... 9.48 eV
DFT total energy ... -7795.894 eV
Relative energy (zero: lowest compared OMol25 entry of this formula, charge and spin) ... 3.750 eV


Molecular formula: C4H7NO
Method: DFT, ωB97M-V/def2-TZVPD

Last column: Löwdin charge in e.
Positions of all 13 atoms, in Å:
O (1.24994, -0.95426, 0.92676)  -0.0527
N (-0.96149, 0.39084, 0.09888)  -0.0750
C (1.13638, -0.47425, -0.43862)  -0.3140
C (-0.18658, -0.12383, -0.85847)  -0.1324
C (1.90720, 0.26338, 0.55005)  -0.1344
C (-2.29799, 0.13949, 0.11759)  -0.0144
H (1.74784, -1.04924, -1.12723)  0.1368
H (2.99739, 0.27044, 0.54849)  0.1096
H (-3.22272, 0.41575, 0.56248)  0.0452
H (-0.58070, -0.35858, -1.84486)  0.1139
H (-0.84608, 1.10234, 0.84446)  0.1666
H (-2.43023, -0.79732, -0.41549)  0.0520
H (1.45881, 1.15635, 0.97415)  0.0987

Output
Gap between HOMO and LUMO (spin up / spin down) ... 7.79 / 7.56 eV
DFT total energy ... -7794.213 eV
Relative energy (zero: lowest compared OMol25 entry of this formula, charge and spin) ... 5.432 eV


What is the formula in the first record? C4H7NO


Among the records above, which one has the highest relative energy (zero: lowest compared OMol25 entry of this formula, charge and spin)? number 2


The highest DFT total energy belongs to which entry? number 2


What is the relative energy (zero: lowest compared OMol25 entry of this formula, charge and spin) in the second record? 5.432 eV